{
  "formula": "C43H86IN6O9PS",
  "method": "ωB97M-V/def2-TZVPD",
  "de_lowest_kcal_mol": 0.0,
  "homo_ev": -8.88,
  "spin_multiplicity": 1,
  "energy_ev": -101570.075,
  "max_force_ev_per_a": 3.8,
  "orbital_gap_ev": 7.979,
  "symbols": ["C", "O", "C", "C", "C", "C", "C", "C", "C", "C", "C", "C", "N", "C", "O", "C", "C", "S", "C", "P", "N", "C", "C", "C", "C", "C", "C", "O", "C", "C", "C", "C", "O", "I", "C", "C", "O", "H", "H", "H", "H", "H", "H", "H", "H", "H", "H", "H", "H", "H", "H", "H", "H", "H", "H", "H", "H", "H", "H", "H", "H", "H", "H", "H", "H", "H", "H", "H", "H", "H", "H", "H", "H", "H", "H", "H", "H", "H", "H", "C", "C", "C", "O", "C", "N", "H", "H", "H", "H", "H", "H", "H", "H", "H", "H", "H", "C", "C", "C", "O", "C", "N", "H", "H", "H", "H", "H", "H", "H", "H", "H", "H", "H", "C", "C", "C", "O", "C", "N", "H", "H", "H", "H", "H", "H", "H", "H", "H", "H", "H", "C", "C", "C", "O", "C", "N", "H", "H", "H", "H", "H", "H", "H", "H", "H", "H", "H"],
  "positions_angstrom": [[10.464, -1.979, 0.075], [9.215, -2.189, -0.600], [8.578, -0.960, -0.986], [7.024, -1.026, -0.620], [6.396, 0.385, -0.288], [5.557, 1.006, -1.490], [4.840, 2.324, -0.973], [3.332, 2.466, -1.489], [2.286, 2.486, -0.302], [0.895, 3.115, -0.715], [0.116, 3.750, 0.524], [-1.345, 3.126, 0.712], [-1.527, 2.671, 2.133], [-2.812, 3.010, 2.730], [-3.054, 3.858, 3.539], [-3.865, 2.006, 2.166], [-5.308, 2.065, 2.083], [-6.160, 3.534, 2.716], [-5.982, 0.880, 1.453], [-7.854, 0.851, 1.285], [-8.494, -0.531, 1.746], [-5.141, -0.246, 0.974], [-5.759, -1.506, 0.271], [-5.518, -1.331, -1.306], [-6.448, -0.243, -1.954], [-7.926, -0.719, -2.260], [-8.046, -2.051, -3.093], [-7.939, -1.792, -4.507], [-6.563, -1.744, -4.928], [-3.663, -0.258, 1.129], [-2.762, -1.466, 0.671], [-2.561, -2.355, 1.979], [-1.983, -1.895, 2.905], [-3.363, -4.363, 2.108], [-2.995, 0.889, 1.731], [-1.485, 1.209, 1.997], [-0.539, 0.497, 2.096], [10.290, -2.183, 1.174], [11.185, -2.775, -0.272], [10.899, -0.958, -0.063], [8.638, -0.877, -2.110], [8.996, -0.061, -0.464], [6.978, -1.671, 0.307], [6.478, -1.593, -1.417], [7.236, 1.063, 0.017], [5.729, 0.259, 0.612], [4.848, 0.212, -1.841], [6.298, 1.218, -2.309], [5.471, 3.187, -1.335], [4.906, 2.347, 0.146], [3.300, 3.408, -2.111], [3.173, 1.619, -2.209], [2.734, 3.094, 0.532], [2.161, 1.410, 0.013], [1.140, 3.975, -1.410], [0.266, 2.406, -1.315], [0.018, 4.865, 0.416], [0.685, 3.469, 1.449], [-1.383, 2.255, -0.011], [-2.148, 3.835, 0.370], [-7.274, 3.599, 1.905], [-8.174, 1.074, -0.098], [-8.460, 1.871, 2.092], [-9.166, -0.396, 2.502], [-5.237, -2.401, 0.689], [-6.861, -1.608, 0.433], [-5.519, -2.320, -1.832], [-4.460, -0.940, -1.398], [-6.527, 0.592, -1.196], [-5.959, 0.227, -2.855], [-8.390, 0.087, -2.903], [-8.504, -0.741, -1.293], [-7.340, -2.856, -2.763], [-9.089, -2.446, -2.942], [-6.314, -0.725, -5.335], [-6.453, -2.510, -5.749], [-5.837, -2.002, -4.107], [-1.778, -1.005, 0.374], [-3.236, -2.042, -0.158], [0.723, 5.170, 4.454], [1.477, 5.972, 3.397], [2.510, 6.951, 3.985], [1.953, 8.130, 4.548], [1.448, 7.974, 5.863], [0.503, 6.662, 2.544], [-0.052, 5.755, 4.950], [0.225, 4.313, 3.994], [1.405, 4.788, 5.218], [2.025, 5.254, 2.778], [3.150, 7.295, 3.165], [3.171, 6.453, 4.706], [2.040, 7.266, 6.450], [0.402, 7.661, 5.833], [1.485, 8.947, 6.355], [1.001, 7.110, 1.777], [0.128, 7.444, 3.078], [0.154, 6.053, -6.721], [0.511, 6.642, -5.359], [1.923, 6.263, -4.874], [2.041, 4.936, -4.384], [2.189, 3.948, -5.390], [-0.517, 6.248, -4.388], [-0.103, 4.995, -6.666], [-0.714, 6.568, -7.139], [0.980, 6.168, -7.428], [0.484, 7.731, -5.461], [2.170, 6.910, -4.026], [2.679, 6.460, -5.644], [2.767, 4.312, -6.245], [1.209, 3.594, -5.715], [2.717, 3.097, -4.954], [-0.336, 6.726, -3.508], [-0.365, 5.265, -4.166], [7.337, -5.914, -4.426], [8.102, -5.058, -3.421], [8.532, -5.826, -2.157], [7.486, -6.064, -1.227], [6.658, -7.170, -1.539], [7.295, -3.880, -3.087], [6.302, -6.086, -4.127], [7.307, -5.418, -5.399], [7.818, -6.886, -4.563], [9.016, -4.715, -3.919], [9.261, -5.209, -1.623], [9.044, -6.763, -2.410], [7.218, -7.982, -2.013], [5.830, -6.856, -2.178], [6.229, -7.543, -0.607], [7.851, -3.261, -2.500], [6.546, -4.191, -2.471], [-7.050, -8.147, 5.540], [-6.010, -7.538, 4.606], [-4.746, -8.404, 4.441], [-3.851, -8.357, 5.542], [-4.206, -9.196, 6.628], [-5.682, -6.188, 5.076], [-6.786, -8.035, 6.592], [-8.016, -7.655, 5.403], [-7.189, -9.212, 5.335], [-6.474, -7.452, 3.618], [-4.180, -8.011, 3.590], [-4.999, -9.442, 4.193], [-4.676, -10.125, 6.293], [-4.864, -8.665, 7.319], [-3.293, -9.447, 7.171], [-5.069, -5.744, 4.396], [-5.094, -6.288, 5.902]],
  "forces_ev_per_angstrom": [[0.1, -1.2, 0.7], [0.6, 1.3, 0.0], [-1.8, -0.1, -0.5], [0.9, -0.3, 0.7], [-0.2, -0.7, -0.5], [0.9, -0.1, 1.4], [0.2, -0.3, -0.8], [1.0, 0.4, 0.0], [0.0, -0.2, -0.9], [0.6, 1.2, 0.0], [-0.5, -0.9, -0.3], [1.2, 0.8, -1.0], [0.4, -0.4, 0.1], [-1.9, -0.6, -0.8], [0.7, -0.1, -0.5], [1.5, -1.1, -0.2], [0.8, -2.0, -1.2], [0.1, -0.4, -0.5], [2.5, 0.8, 0.0], [-0.7, -2.0, 1.0], [0.3, 0.7, -0.2], [0.1, 0.7, 0.8], [0.0, 0.9, -0.8], [1.0, 0.5, 0.4], [-0.2, 0.0, 0.5], [0.6, 0.4, -0.4], [-1.3, 0.5, 0.4], [1.2, -0.3, 1.1], [0.1, -0.3, -0.7], [-0.2, 1.3, 0.6], [-1.0, 0.3, 0.5], [0.8, 1.6, -0.4], [-0.5, -0.7, -0.3], [0.0, 0.2, -0.3], [-3.7, -0.9, -0.4], [-2.5, 0.7, 0.4], [-0.2, 0.4, -0.5], [0.3, 0.5, -1.0], [-0.6, 1.0, 0.2], [-0.4, -0.8, 0.0], [0.3, 0.3, 1.1], [0.0, -0.8, -0.5], [0.0, 0.6, -0.9], [0.3, 0.7, 0.6], [-0.8, -0.3, -0.3], [0.5, 0.2, -0.9], [0.4, 0.8, 0.3], [-0.9, -0.1, 0.5], [-0.8, -0.7, 0.4], [-0.3, -0.1, -0.9], [-0.4, -0.8, 0.7], [-0.2, 0.7, 0.7], [-0.5, -0.7, -0.7], [0.1, 1.2, 0.1], [-0.3, -1.0, 0.5], [0.5, 0.5, 0.6], [0.3, -1.1, 0.3], [-0.6, 0.6, -0.8], [-0.3, 0.7, 0.9], [0.6, -0.6, 0.6], [1.0, -0.3, 0.4], [0.5, 0.6, 0.7], [0.8, 0.1, -0.8], [0.3, -0.1, -0.2], [-0.6, 0.6, -0.5], [1.0, 0.1, 0.3], [-0.2, 0.8, 0.5], [-1.0, -0.4, -0.1], [0.2, -0.7, -0.9], [-0.5, -0.7, 0.8], [0.3, -0.9, 0.7], [0.5, -0.4, -0.9], [-0.5, 0.7, -0.3], [1.0, 0.3, -0.2], [-0.2, -0.9, 0.4], [0.1, 0.8, 0.7], [-0.8, 0.3, -0.7], [-0.8, -0.9, 0.4], [0.6, 0.5, 0.7], [0.0, -0.3, 0.0], [-0.3, 0.2, 0.4], [0.1, 0.0, -0.3], [0.2, -0.3, 0.1], [-0.2, 0.3, -0.1], [0.2, 0.2, -0.1], [0.0, 0.1, -0.1], [0.0, 0.1, 0.0], [0.0, 0.0, 0.0], [0.1, 0.1, 0.0], [-0.1, 0.1, 0.0], [-0.1, -0.1, 0.1], [0.0, -0.1, -0.1], [0.0, -0.1, 0.2], [0.1, 0.0, -0.1], [-0.1, -0.1, 0.0], [-0.1, -0.1, 0.0], [-0.1, 0.1, -0.2], [0.0, -0.4, 0.0], [0.0, 0.2, 0.2], [0.2, 0.2, -0.3], [-0.1, -0.2, 0.3], [0.2, 0.1, 0.2], [0.0, 0.0, 0.1], [0.0, 0.0, 0.1], [0.0, 0.0, 0.0], [0.1, 0.0, 0.1], [0.0, -0.1, 0.0], [-0.1, -0.1, -0.1], [-0.1, 0.1, 0.0], [0.1, 0.0, -0.2], [0.0, 0.1, 0.1], [-0.1, 0.1, -0.1], [-0.1, 0.0, -0.1], [0.1, -0.1, -0.3], [-0.4, -0.2, 0.1], [0.2, 0.3, 0.1], [0.2, -0.2, -0.2], [-0.2, 0.2, 0.2], [0.2, 0.1, 0.2], [0.0, 0.0, 0.1], [0.0, 0.0, 0.1], [0.0, 0.0, 0.0], [0.0, 0.0, 0.1], [-0.1, 0.0, 0.0], [-0.1, -0.1, -0.1], [0.0, 0.1, -0.1], [0.0, -0.2, -0.1], [0.1, 0.1, 0.0], [0.0, 0.0, -0.1], [0.0, 0.0, -0.1], [-0.3, -0.1, -0.1], [0.1, -0.1, 0.4], [0.1, 0.2, -0.2], [-0.2, -0.2, -0.2], [0.2, 0.2, 0.1], [0.2, -0.1, -0.2], [0.1, 0.0, -0.1], [0.1, 0.0, 0.0], [0.0, 0.0, 0.0], [0.1, 0.0, 0.0], [0.0, 0.0, 0.1], [-0.1, 0.0, 0.1], [-0.1, 0.1, 0.0], [-0.1, -0.2, 0.0], [0.0, 0.0, -0.1], [-0.1, 0.1, 0.0], [-0.1, 0.0, 0.0]]
}